(1)
Density functional theory data (ωB97M-V/def2-TZVPD) for a cluster of 2 separate species, C6H11O4P in total.

The geometry in XYZ format:
```
22
Properties=species:S:1:pos:R:3:forces:R:3
C -1.4541 1.3914 4.3656 1.8 -0.7 -1.1
C -1.3199 -0.8607 3.2751 0.6 2.0 1.1
C 0.8908 1.0758 0.7796 -1.0 -0.6 -1.5
C 1.2237 -1.1170 -0.5802 0.6 -0.5 1.9
C -1.4741 0.4502 3.1046 -2.3 0.8 0.3
C 0.2486 -0.2206 0.1730 -2.6 -1.2 1.6
O -0.3716 1.2298 4.9824 -0.1 0.3 0.8
O -1.2194 0.8137 -1.9640 1.1 1.3 -1.9
O -2.3684 2.1981 4.5804 -0.6 0.0 -0.1
O -2.5107 -0.8944 -0.7086 -0.2 -2.3 0.5
P -1.4528 0.1370 -0.6793 0.8 0.1 -0.4
H -1.3213 -1.5689 2.5325 -0.4 -1.5 -1.8
H -0.9502 -1.1732 4.2249 0.1 -0.3 0.7
H -2.0054 1.0052 0.2023 0.1 1.4 1.2
H 1.5605 1.4921 -0.0475 -0.8 -0.1 1.3
H 0.0991 1.7921 1.1380 0.9 -0.5 -0.7
H 1.4256 0.7702 1.6598 0.7 0.1 0.4
H 0.6946 -1.8875 -1.1456 0.3 0.0 0.0
H 2.0452 -1.5578 0.1015 -1.5 0.0 -0.4
H 1.8750 -0.5347 -1.1628 0.4 1.0 -1.7
H -1.9057 0.8920 2.1693 0.7 -0.6 0.8
H -0.2508 -0.8891 1.0028 1.4 1.4 -1.1
```
Forces are in eV/Å.

Calculated values
* gap between HOMO and LUMO: 0.273 hartree
* lowest unoccupied orbital energy: 5.93 eV
* charge: -2

(2)
Density functional theory data (ωB97M-V/def2-TZVPD) for a cluster of 2 separate species, C6H11P in total.

The geometry in XYZ format:
```
18
Properties=species:S:1:pos:R:3:forces:R:3
C 1.8835 -0.2462 0.9452 0.3 2.2 1.1
C 2.4556 0.5395 -0.2263 -0.8 1.6 -2.4
C 0.3797 -0.3758 0.6952 -1.9 -0.1 0.9
C 1.2372 0.7650 -1.1751 -1.9 -1.2 3.2
C 0.0934 0.2940 -0.6190 2.9 0.6 -0.3
C -2.7446 -0.0870 -1.1046 0.3 4.0 2.2
P -2.7030 -0.4488 0.6435 -0.1 -2.3 -0.4
H 2.4529 -1.1478 1.0164 -0.2 -0.8 0.4
H 2.0411 0.3765 1.8765 0.0 -1.0 -0.8
H 2.8275 1.6006 -0.0553 0.0 -1.5 0.3
H 3.1591 0.0033 -0.8808 0.3 0.1 0.7
H 0.0645 -1.3892 0.5949 -0.1 -1.2 0.1
H -0.3431 -0.0217 1.5132 1.5 -0.1 -1.0
H 1.3078 1.5185 -1.8611 0.1 1.3 -2.4
H -2.5938 1.0094 -1.3811 -0.5 -1.4 0.6
H -2.5254 -0.6534 -1.9150 0.5 -2.3 -1.9
H -3.1873 -1.8882 0.6996 0.4 1.8 -0.2
H -3.8052 0.1512 1.2338 -0.8 0.2 -0.2
```
Forces are in eV/Å.

Calculated values
* gap between HOMO and LUMO (alpha / beta): 0.321 / 0.273 hartree
* lowest unoccupied orbital energy (alpha / beta): -0.02 / -0.26 eV

(3)
Density functional theory data (ωB97M-V/def2-TZVPD) for the molecule C6H12.

The geometry in XYZ format:
```
18
Properties=species:S:1:pos:R:3:forces:R:3
C 0.0564 -1.4371 0.1856 0.3 -0.3 -0.1
C -1.2713 -0.7650 -0.2236 1.6 -0.8 -1.3
C -1.3168 0.6594 0.2288 0.7 0.7 1.1
C -0.1076 1.4761 -0.2525 0.7 -0.7 0.1
C 1.2333 0.7905 0.1851 -0.3 1.0 1.7
C 1.3418 -0.6699 -0.2256 -1.1 0.4 -0.6
H 0.0944 -2.4643 -0.2116 0.0 0.3 0.0
H 0.0504 -1.5528 1.2714 0.1 0.1 0.2
H -1.3183 -0.8430 -1.3327 -0.2 0.2 0.5
H -2.0633 -1.3720 0.1737 -0.6 -0.1 0.2
H -1.2139 0.6552 1.3284 -0.6 0.1 -0.1
H -2.2486 1.1213 -0.0700 -0.2 0.3 0.1
H -0.0988 2.5233 0.1000 -0.3 -0.5 -0.2
H -0.1813 1.4600 -1.3319 0.3 0.3 -0.5
H 1.2478 0.8036 1.3308 -0.1 0.1 -1.2
H 2.1243 1.4066 -0.0906 -0.7 -0.5 -0.1
H 2.2100 -1.0920 0.2621 0.2 -0.3 -0.1
H 1.4615 -0.7000 -1.3274 0.1 -0.3 0.4
```
Forces are in eV/Å.

Calculated values
* SMILES: C1CCCCC1
* gap between HOMO and LUMO: 0.434 hartree
* lowest unoccupied orbital energy: 1.25 eV

(4)
Density functional theory data (ωB97M-V/def2-TZVPD) for a structure of composition C6H12.

The geometry in XYZ format:
```
18
Properties=species:S:1:pos:R:3:forces:R:3
C -1.7008 0.4899 -0.7370 0.0 -0.2 0.1
C -0.8397 1.4836 0.0544 0.0 -0.2 0.0
C 0.5297 1.2493 -0.3990 0.1 -0.3 -0.1
C 1.4613 0.3459 0.2993 0.3 0.0 0.1
C 0.6454 -0.8123 -0.2081 0.5 -0.1 0.0
C 0.3636 -1.9108 0.8271 -0.1 0.1 0.0
H -1.4855 0.4995 -1.8139 0.1 0.1 0.1
H -0.6904 -0.4956 -0.4643 -1.4 0.5 -0.2
H -2.7803 0.7069 -0.6238 0.2 -0.5 0.1
H -0.9568 1.3176 1.1328 0.0 0.0 -0.1
H -1.1572 2.5143 -0.1660 0.2 -0.1 -0.1
H 0.7785 1.6199 -1.3967 0.0 -0.3 0.2
H 1.4201 0.4363 1.3856 0.1 0.0 0.0
H 2.4854 0.3692 -0.0574 0.2 0.1 0.1
H 1.0209 -1.2251 -1.1406 0.1 0.2 0.0
H 1.3086 -2.3633 1.1670 -0.1 0.2 -0.1
H -0.2635 -2.7176 0.4305 0.0 0.2 0.0
H -0.1392 -1.5077 1.7101 0.0 0.0 -0.1
```
Forces are in eV/Å.

Calculated values
* gap between HOMO and LUMO (alpha / beta): 0.272 / 0.283 hartree
* lowest unoccupied orbital energy (alpha / beta): 0.35 / 0.60 eV

(5)
Density functional theory data (ωB97M-V/def2-TZVPD) for a cluster of 2 separate species, C6H12 in total.

The geometry in XYZ format:
```
18
Properties=species:S:1:pos:R:3:forces:R:3
C -2.1050 1.0013 0.6793 0.1 -1.0 -0.4
C -1.4055 0.0145 -0.2846 0.7 0.7 -1.5
C 0.1141 -0.3427 -0.2540 -1.7 2.7 2.3
C 0.3788 -1.7728 -0.2329 -0.3 1.2 -4.7
C 1.0424 0.6572 -0.1786 -0.1 -1.1 0.8
C 2.3575 0.3944 0.5164 1.0 -0.1 -1.8
H -1.6719 0.9388 1.6777 -0.1 0.6 0.0
H -3.1497 0.7065 0.7044 -0.2 -0.4 0.4
H -2.2176 1.9783 0.2155 0.9 0.3 0.5
H -1.9233 -0.9444 -0.3277 -0.3 0.2 -0.2
H -1.4645 0.5400 -1.2496 -0.6 -0.5 -0.2
H -0.4016 -2.5170 -0.2971 0.0 -0.2 1.0
H 1.3577 -2.0057 -0.6460 0.1 -0.6 0.8
H 0.9259 1.5263 -0.8136 -0.4 0.5 0.7
H -0.0474 -1.1525 -1.4693 1.2 -2.3 1.9
H 2.3400 -0.1770 1.4469 -0.5 -0.1 -0.2
H 2.8962 1.3207 0.7442 -0.1 -0.1 -0.2
H 2.9740 -0.1662 -0.2309 0.3 0.2 0.8
```
Forces are in eV/Å.

Calculated values
* gap between HOMO and LUMO: 0.287 hartree
* lowest unoccupied orbital energy: 0.81 eV

(6)
Density functional theory data (ωB97M-V/def2-TZVPD) for the molecule C6H12.

The geometry in XYZ format:
```
18
Properties=species:S:1:pos:R:3:forces:R:3
C -1.6878 0.6871 1.0737 0.1 -0.4 -1.1
C -0.7525 0.1785 -0.2958 -1.1 0.3 0.8
C -1.1422 -1.2541 -0.6321 -0.2 0.0 0.0
C 0.7238 0.3354 0.0829 -0.5 0.3 0.8
C 1.9718 -0.5227 -0.0279 -0.2 -0.1 0.1
C 1.9690 0.8778 -0.5943 -0.3 0.1 0.1
H -1.4844 1.6674 1.5816 0.5 -0.6 -1.1
H -2.7293 0.7747 0.7507 0.0 -0.1 -0.1
H -1.7043 -0.0159 1.9397 0.4 -0.1 -0.9
H -0.9929 0.8720 -1.1100 -0.2 -0.2 0.1
H -0.7224 -1.6271 -1.5784 0.0 0.3 0.2
H -0.7896 -1.9308 0.1563 -0.2 0.1 -0.1
H -2.2301 -1.3103 -0.6935 0.0 -0.3 -0.1
H 0.3361 0.7030 1.0271 2.9 0.4 0.9
H 2.5494 -0.7048 0.8790 -0.2 0.1 -0.2
H 2.0654 -1.3421 -0.7457 -0.4 0.3 0.2
H 2.0523 0.9617 -1.6815 -0.4 -0.1 0.3
H 2.5494 1.6435 -0.0785 -0.2 -0.2 0.0
```
Forces are in eV/Å.

Calculated values
* SMILES: CC(C)C1CC1
* gap between HOMO and LUMO: 0.413 hartree
* lowest unoccupied orbital energy: 1.18 eV

(7)
Density functional theory data (ωB97M-V/def2-TZVPD) for the molecule C6H12.

The geometry in XYZ format:
```
18
Properties=species:S:1:pos:R:3:forces:R:3
C 1.6184 1.0087 -0.3564 0.0 0.2 -0.1
C 1.4038 -0.3361 0.3599 -0.1 0.0 0.0
C 0.1392 -0.9549 -0.1978 0.1 0.0 -0.1
C -1.0000 -1.5592 0.5612 -0.1 -0.2 0.1
C -1.1772 -0.2259 -0.1332 -0.2 0.0 -0.1
C -1.4006 0.9706 0.7784 0.0 0.0 0.1
H 2.3195 0.9320 -1.1935 0.0 0.0 0.2
H 0.6574 1.3254 -0.7764 0.3 0.1 0.1
H 1.9551 1.8060 0.3116 0.1 -0.1 -0.1
H 1.3451 -0.2095 1.4480 -0.1 0.0 -0.2
H 2.2470 -1.0172 0.1855 -0.1 0.2 0.1
H 0.3035 -1.4378 -1.1612 0.0 0.1 0.1
H -1.0153 -1.4843 1.6459 0.2 0.0 -0.1
H -1.4161 -2.4918 0.1891 -0.1 0.3 0.0
H -1.7218 -0.1653 -1.0744 -0.1 -0.2 0.2
H -2.3458 0.8424 1.3154 0.1 0.1 0.0
H -1.4575 1.9241 0.2407 0.1 -0.2 0.0
H -0.6098 1.0760 1.5300 -0.1 -0.1 -0.1
```
Forces are in eV/Å.

Calculated values
* SMILES: CC[C@H]1C[C@H]1C
* gap between HOMO and LUMO: 0.408 hartree
* lowest unoccupied orbital energy: 1.25 eV

(8)
Density functional theory data (ωB97M-V/def2-TZVPD) for the molecule C6H12.

The geometry in XYZ format:
```
18
Properties=species:S:1:pos:R:3:forces:R:3
C -1.9196 0.4599 0.6007 0.0 0.1 0.0
C -1.3340 -0.9496 0.5223 0.0 0.0 0.0
C 0.1982 -0.9871 0.4816 0.0 0.0 0.0
C 0.8132 -0.2820 -0.7097 -0.1 -0.1 0.0
C 2.1798 0.3325 -0.6019 0.2 -0.1 0.0
C 0.9735 1.2133 -0.7497 -0.1 0.2 0.0
H -1.5679 1.0785 -0.2294 -0.1 -0.1 0.1
H -1.6273 0.9594 1.5328 0.0 -0.1 -0.1
H -3.0135 0.4389 0.5604 0.1 0.0 0.0
H -1.6751 -1.5342 1.3870 0.0 0.1 -0.1
H -1.7325 -1.4586 -0.3657 0.1 0.1 0.1
H 0.5256 -2.0362 0.4753 0.0 0.2 0.0
H 0.5994 -0.5486 1.4071 -0.1 0.0 -0.1
H 0.5839 -0.7456 -1.6689 0.0 0.1 0.1
H 2.6561 0.3103 0.3753 -0.1 0.0 -0.2
H 2.8675 0.2417 -1.4369 -0.1 0.0 0.1
H 0.8120 1.7191 -1.6982 0.1 -0.1 0.2
H 0.6606 1.7883 0.1180 0.1 -0.1 -0.1
```
Forces are in eV/Å.

Calculated values
* SMILES: CCCC1CC1
* gap between HOMO and LUMO: 0.419 hartree
* lowest unoccupied orbital energy: 1.29 eV

Which relative energy (zero: lowest compared OMol25 entry of this formula, charge and spin) belongs to each record? In order, 0.376 5.263 0.153 5.257 4.841 2.677 1.255 1.040 eV.